Entry 1:
C64H69BrO4P2RbSi | ωB97M-V/def2-TZVPD

The calculation puts the total energy at -172833.249 eV. For the relative energy (zero: lowest compared OMol25 entry of this formula, charge and spin), the calculation gives 6.05 kcal per mole. Its charge is -1.

Atoms and positions in Å:
Rb: -0.208 -0.225 0.372
C: -3.434 -1.429 3.179
C: -2.952 -0.209 3.974
P: -1.115 0.010 3.723
C: -0.872 1.866 3.584
C: -1.798 2.832 4.217
C: -1.354 4.039 4.580
C: 0.059 4.387 4.466
C: 0.989 3.495 4.124
C: 0.646 2.071 3.782
C: -0.591 -0.286 5.472
C: -0.875 0.597 6.516
C: -0.416 0.344 7.800
C: 0.324 -0.800 8.066
C: 0.605 -1.690 7.042
C: 0.157 -1.428 5.754
C: -3.281 -1.212 1.672
P: -4.073 0.367 1.099
C: -5.869 -0.040 1.263
C: -6.740 1.044 1.143
C: -8.113 0.876 1.229
C: -8.642 -0.386 1.460
C: -7.789 -1.470 1.593
C: -6.414 -1.300 1.496
C: -3.926 0.200 -0.721
C: -4.499 -0.850 -1.435
C: -4.479 -0.840 -2.819
C: -3.889 0.218 -3.498
C: -3.289 1.247 -2.795
C: -3.313 1.243 -1.409
H: -4.480 -1.631 3.426
H: -2.853 -2.311 3.470
H: -3.163 -0.326 5.037
H: -3.479 0.676 3.615
H: -2.850 2.585 4.306
H: -2.031 4.785 4.979
H: 0.346 5.408 4.691
H: 2.039 3.765 4.084
H: 1.178 1.379 4.451
H: -1.448 1.494 6.319
H: -0.635 1.044 8.598
H: 0.688 -0.991 9.069
H: 1.183 -2.584 7.245
H: 0.392 -2.114 4.948
H: -3.651 -2.066 1.104
H: -2.218 -1.109 1.432
H: -6.322 2.031 0.971
H: -8.772 1.729 1.123
H: -9.713 -0.524 1.542
H: -8.195 -2.459 1.771
H: -5.774 -2.167 1.599
H: -4.998 -1.656 -0.911
H: -4.942 -1.652 -3.370
H: -3.881 0.228 -4.579
H: -2.804 2.054 -3.328
H: -2.880 2.068 -0.851
C: 0.886 2.489 -3.013
C: 1.650 1.222 -3.416
C: 2.618 0.861 -2.283
C: 2.475 1.489 -4.679
Si: 0.433 -0.257 -3.573
O: -0.350 -0.548 -2.250
C: -0.641 -0.097 -5.151
C: -0.882 1.052 -5.904
C: -1.681 1.027 -7.042
C: -2.253 -0.164 -7.464
C: -2.026 -1.325 -6.735
C: -1.238 -1.282 -5.596
C: 1.552 -1.722 -4.116
C: 1.993 -1.915 -5.427
C: 2.759 -3.018 -5.781
C: 3.106 -3.962 -4.823
C: 2.684 -3.790 -3.512
C: 1.913 -2.685 -3.173
H: 1.582 3.310 -2.799
H: 0.285 2.310 -2.118
H: 0.207 2.825 -3.800
H: 3.336 1.671 -2.099
H: 3.182 -0.045 -2.531
H: 2.065 0.670 -1.361
H: 3.143 2.346 -4.524
H: 1.841 1.710 -5.541
H: 3.091 0.623 -4.932
H: -0.444 1.996 -5.603
H: -1.854 1.938 -7.603
H: -2.872 -0.189 -8.353
H: -2.474 -2.259 -7.054
H: -1.074 -2.190 -5.024
H: 1.727 -1.191 -6.190
H: 3.080 -3.148 -6.808
H: 3.695 -4.829 -5.098
H: 2.957 -4.524 -2.760
H: 1.563 -2.556 -2.152
O: 0.906 1.761 2.409
C: -0.501 2.091 2.092
C: 0.567 -4.758 -0.243
C: 1.202 -4.176 1.023
C: -0.036 -3.832 1.840
O: -0.986 -3.357 0.893
C: -0.680 -3.887 -0.409
H: 0.288 -5.802 -0.079
H: 1.218 -4.705 -1.115
H: 1.741 -3.258 0.787
H: 1.871 -4.867 1.535
H: 0.135 -3.047 2.579
H: -0.429 -4.723 2.351
H: -0.509 -3.049 -1.093
H: -1.537 -4.457 -0.773
C: 9.000 -0.362 -0.209
C: 7.530 -0.340 0.103
C: 6.681 -1.329 -0.371
C: 5.320 -1.324 -0.096
C: 4.471 -2.429 -0.656
C: 4.787 -0.278 0.686
C: 3.366 -0.207 1.038
O: 2.545 -1.093 0.901
C: 5.636 0.747 1.152
C: 5.115 1.903 1.972
C: 6.987 0.692 0.863
H: 9.287 -1.302 -0.679
H: 9.593 -0.231 0.697
H: 9.256 0.452 -0.890
H: 7.091 -2.129 -0.979
H: 5.031 -3.000 -1.397
H: 3.571 -2.038 -1.124
H: 4.151 -3.106 0.138
H: 3.038 0.745 1.487
H: 4.371 2.478 1.419
H: 5.933 2.573 2.234
H: 4.648 1.563 2.897
H: 7.642 1.474 1.233
Br: -1.239 6.930 -1.614
C: -1.028 5.423 -0.456
C: 0.212 4.808 -0.347
C: 0.370 3.734 0.500
C: -0.701 3.238 1.298
C: -1.952 3.896 1.147
C: -2.105 4.968 0.291
H: 1.051 5.172 -0.926
H: 1.342 3.265 0.587
H: -2.803 3.550 1.719
H: -3.065 5.461 0.201



Entry 2:
C64H76ClF3N10O2 | ωB97M-V/def2-TZVPD

The calculation puts the total energy at -107174.780 eV. For the relative energy (zero: lowest compared OMol25 entry of this formula, charge and spin), the calculation gives 150.75 kcal per mole. Its charge is +8.

Atoms and positions in Å:
C: -1.504 0.191 3.138
O: -2.093 1.051 4.144
O: -1.492 0.926 1.961
C: -0.179 -0.394 3.792
F: -0.450 -1.506 4.473
F: 0.729 -0.841 2.862
F: 0.496 0.440 4.601
C: -2.703 0.524 5.334
C: -3.551 1.581 6.101
H: -4.446 1.888 5.559
H: -3.904 1.224 7.067
H: -2.994 2.502 6.289
H: -1.979 0.046 5.997
H: -3.453 -0.251 5.159
H: -2.104 -0.722 3.041
C: -0.783 -1.293 -0.421
N: -0.052 -1.766 -1.623
C: -0.029 -1.028 -2.729
C: 0.506 -1.449 -3.951
C: 1.035 -2.713 -4.050
C: 0.960 -3.501 -2.906
C: 0.450 -3.021 -1.683
C: 1.575 -3.276 -5.331
C: 1.160 -4.550 -5.690
C: 1.621 -5.047 -6.880
N: 2.431 -4.380 -7.718
C: 2.935 -3.188 -7.307
C: 2.483 -2.604 -6.102
C: 2.681 -5.007 -9.046
H: -0.619 -0.246 -0.154
H: -0.465 -1.786 0.496
H: -1.846 -1.386 -0.641
H: -0.613 -0.125 -2.626
H: 0.492 -0.773 -4.793
H: 1.285 -4.531 -2.882
H: 0.445 -3.636 -0.796
H: 0.502 -5.147 -5.077
H: 1.300 -6.053 -7.113
H: 3.572 -2.682 -8.019
H: 2.847 -1.599 -5.941
H: 3.670 -5.464 -9.102
H: 2.692 -4.275 -9.853
H: 1.943 -5.781 -9.242
C: 0.876 3.401 3.718
N: 1.269 4.250 2.602
C: 1.167 3.800 1.347
C: 1.225 4.730 0.248
C: 1.654 6.029 0.481
C: 1.860 6.389 1.832
C: 1.623 5.508 2.864
C: 1.762 7.091 -0.587
C: 2.124 6.745 -1.884
C: 2.343 7.693 -2.840
N: 2.261 8.995 -2.499
C: 1.902 9.383 -1.246
C: 1.683 8.417 -0.253
C: 2.639 10.045 -3.448
H: -0.213 3.375 3.773
H: 1.325 3.715 4.658
H: 1.146 2.360 3.550
H: 0.887 2.779 1.124
H: 0.864 4.429 -0.725
H: 2.202 7.348 2.195
H: 1.727 5.850 3.884
H: 2.222 5.710 -2.177
H: 2.789 7.415 -3.784
H: 1.774 10.439 -1.054
H: 1.548 8.749 0.767
H: 3.340 10.707 -2.945
H: 1.729 10.494 -3.845
H: 3.123 9.619 -4.327
C: 3.398 -0.067 6.079
N: 3.916 -1.206 5.300
C: 5.236 -1.463 5.328
C: 5.782 -2.439 4.535
C: 4.978 -3.209 3.682
C: 3.614 -2.850 3.635
C: 3.100 -1.879 4.483
C: 5.453 -4.445 2.951
C: 6.304 -5.387 3.572
C: 6.680 -6.494 2.840
N: 6.187 -6.735 1.618
C: 5.357 -5.840 1.019
C: 4.994 -4.668 1.661
C: 6.620 -8.004 0.954
H: 3.594 -0.139 7.148
H: 2.313 0.013 6.033
H: 3.856 0.796 5.597
H: 5.765 -0.934 6.108
H: 6.840 -2.664 4.557
H: 2.889 -3.418 3.070
H: 2.038 -1.790 4.657
H: 6.503 -5.189 4.615
H: 7.293 -7.325 3.165
H: 4.997 -5.981 0.011
H: 4.476 -3.947 1.046
H: 7.656 -7.908 0.626
H: 6.088 -8.248 0.036
H: 6.624 -8.873 1.612
C: -3.743 3.518 3.420
N: -3.531 3.890 1.994
C: -3.054 5.113 1.714
C: -3.020 5.555 0.380
C: -3.390 4.737 -0.695
C: -3.820 3.484 -0.327
C: -3.955 3.110 0.992
C: -3.141 5.111 -2.114
C: -3.095 6.497 -2.502
C: -3.011 6.879 -3.837
N: -2.963 5.968 -4.805
C: -2.927 4.669 -4.520
C: -3.044 4.234 -3.218
C: -3.103 6.395 -6.175
H: -4.525 4.110 3.896
H: -2.801 3.604 3.957
H: -4.101 2.490 3.449
H: -2.661 5.641 2.571
H: -2.671 6.571 0.262
H: -4.138 2.752 -1.056
H: -4.372 2.154 1.275
H: -3.229 7.184 -1.679
H: -3.066 7.926 -4.096
H: -2.945 3.929 -5.306
H: -2.985 3.164 -3.071
H: -2.172 6.271 -6.726
H: -3.400 7.442 -6.212
H: -3.937 5.876 -6.648
C: -6.129 -0.712 0.823
N: -5.304 -1.950 0.613
C: -5.304 -2.422 -0.659
C: -4.625 -3.612 -0.921
C: -3.994 -4.253 0.173
C: -4.039 -3.763 1.460
C: -4.678 -2.553 1.641
C: -3.060 -5.353 -0.135
C: -2.134 -5.294 -1.157
C: -1.290 -6.354 -1.430
N: -1.342 -7.467 -0.667
C: -2.295 -7.660 0.266
C: -3.177 -6.626 0.546
C: -0.499 -8.624 -1.026
H: -7.148 -1.052 1.009
H: -5.996 -0.068 -0.043
H: -5.812 -0.240 1.755
H: -5.962 -1.887 -1.328
H: -4.407 -3.994 -1.907
H: -3.496 -4.327 2.205
H: -4.637 -1.932 2.525
H: -1.970 -4.440 -1.801
H: -0.467 -6.295 -2.126
H: -2.334 -8.612 0.775
H: -3.956 -6.701 1.293
H: 0.526 -8.307 -0.835
H: -0.656 -8.933 -2.058
H: -0.728 -9.454 -0.361
Cl: -6.242 -0.914 4.745



Entry 3:
C64H79FN12O3S | ωB97M-V/def2-TZVPD

The calculation puts the total energy at -105215.254 eV. Its charge is 0. The SMILES is CC(=O)N(C)N(CCCCCCCCCCCCn1cccc1)S(=O)(=O)F.c1ccncc1.c1ccncc1.c1ccncc1.c1ccncc1.c1ccncc1.c1ccncc1.c1ccncc1.c1ccncc1.c1ccncc1.

Atoms and positions in Å:
C: -3.487 -6.307 -0.441
C: -2.397 -7.435 -0.153
O: -2.616 -8.576 -0.671
N: -1.175 -7.291 0.666
C: -0.144 -8.331 0.372
N: -1.423 -7.134 2.026
C: -1.547 -5.704 2.448
C: -0.047 -5.225 2.886
C: 0.016 -4.660 4.396
C: 0.769 -3.223 4.383
C: -0.153 -2.225 5.292
C: -1.505 -1.991 4.415
C: -2.248 -0.685 4.990
C: -2.309 0.522 3.923
C: -0.898 0.800 3.192
C: -0.995 0.374 1.623
C: 0.367 0.687 0.823
C: 0.832 -0.485 -0.183
N: -0.286 -1.279 -0.768
C: -0.113 -2.712 -0.673
C: -1.305 -3.426 -1.345
C: -2.211 -2.225 -1.806
C: -1.512 -0.879 -1.423
S: -2.694 -8.132 2.641
O: -2.521 -8.148 4.153
O: -2.626 -9.574 2.204
F: -4.244 -7.450 2.407
H: -3.371 -5.831 -1.488
H: -3.587 -5.515 0.372
H: -4.507 -6.851 -0.482
H: -0.273 -9.215 1.097
H: 0.882 -7.865 0.644
H: -0.067 -8.636 -0.721
H: -1.971 -5.002 1.657
H: -2.171 -5.627 3.416
H: 0.633 -6.161 2.868
H: 0.415 -4.507 2.117
H: -1.001 -4.642 4.909
H: 0.686 -5.348 5.041
H: 1.831 -3.335 4.822
H: 0.807 -2.758 3.327
H: -0.408 -2.733 6.285
H: 0.446 -1.255 5.429
H: -2.192 -2.921 4.446
H: -1.164 -1.893 3.321
H: -3.301 -0.992 5.346
H: -1.650 -0.327 5.914
H: -3.151 0.295 3.185
H: -2.588 1.474 4.514
H: -0.055 0.173 3.648
H: -0.684 1.921 3.244
H: -1.830 1.017 1.168
H: -1.311 -0.720 1.554
H: 0.300 1.706 0.287
H: 1.201 0.777 1.618
H: 1.411 0.035 -1.037
H: 1.516 -1.229 0.375
H: 0.786 -3.204 -0.163
H: -1.486 -4.545 -1.463
H: -3.228 -2.350 -2.330
H: -1.851 0.193 -1.597
C: -6.309 -4.628 4.542
C: -6.718 -3.446 5.143
C: -6.219 -2.252 4.647
N: -5.358 -2.170 3.620
C: -4.977 -3.328 3.058
C: -5.421 -4.573 3.477
H: -6.678 -5.583 4.900
H: -7.408 -3.452 5.977
H: -6.511 -1.301 5.081
H: -4.279 -3.233 2.231
H: -5.082 -5.475 2.984
C: 2.231 -2.219 -4.790
C: 1.818 -2.529 -3.503
C: 2.757 -2.484 -2.485
N: 4.047 -2.159 -2.671
C: 4.421 -1.865 -3.927
C: 3.558 -1.878 -5.012
H: 1.526 -2.242 -5.614
H: 0.790 -2.800 -3.294
H: 2.483 -2.715 -1.462
H: 5.469 -1.609 -4.049
H: 3.915 -1.629 -6.003
C: 6.483 3.097 -5.947
C: 5.941 2.575 -4.781
C: 6.372 1.327 -4.361
N: 7.282 0.589 -5.019
C: 7.788 1.117 -6.145
C: 7.426 2.357 -6.646
H: 6.171 4.072 -6.309
H: 5.202 3.124 -4.212
H: 5.981 0.877 -3.454
H: 8.519 0.499 -6.657
H: 7.869 2.734 -7.560
C: 8.560 8.670 -6.868
C: 8.860 7.410 -6.371
C: 7.905 6.414 -6.492
N: 6.702 6.597 -7.059
C: 6.436 7.826 -7.529
C: 7.324 8.887 -7.460
H: 9.283 9.476 -6.794
H: 9.815 7.205 -5.902
H: 8.093 5.411 -6.122
H: 5.456 7.946 -7.980
H: 7.057 9.857 -7.859
C: -1.227 6.336 -0.388
C: -1.760 5.814 0.782
C: -1.311 4.575 1.211
N: -0.392 3.845 0.557
C: 0.105 4.373 -0.573
C: -0.274 5.604 -1.082
H: -1.551 7.303 -0.755
H: -2.506 6.357 1.349
H: -1.695 4.126 2.121
H: 0.844 3.762 -1.082
H: 0.163 5.981 -1.998
C: -6.668 7.762 -0.410
C: -7.074 7.453 0.879
C: -6.135 7.518 1.896
N: -4.850 7.860 1.705
C: -4.483 8.153 0.447
C: -5.347 8.120 -0.636
H: -7.375 7.723 -1.232
H: -8.098 7.168 1.091
H: -6.405 7.289 2.922
H: -3.440 8.423 0.322
H: -4.995 8.368 -1.630
C: 9.347 2.645 -1.032
C: 9.125 3.273 0.186
C: 7.951 2.991 0.865
N: 7.010 2.147 0.412
C: 7.248 1.554 -0.769
C: 8.392 1.766 -1.523
H: 10.254 2.839 -1.593
H: 9.849 3.966 0.598
H: 7.734 3.454 1.822
H: 6.471 0.878 -1.112
H: 8.532 1.258 -2.469
C: -12.162 6.595 -0.550
C: -11.207 5.762 -1.115
C: -10.279 6.321 -1.980
N: -10.251 7.626 -2.307
C: -11.189 8.407 -1.746
C: -12.156 7.945 -0.868
H: -12.904 6.195 0.132
H: -11.183 4.704 -0.890
H: -9.510 5.712 -2.444
H: -11.146 9.454 -2.028
H: -12.886 8.623 -0.445
C: 4.905 -8.371 3.624
C: 3.536 -8.593 3.627
C: 2.760 -7.917 2.699
N: 3.256 -7.055 1.797
C: 4.583 -6.856 1.816
C: 5.444 -7.486 2.701
H: 5.546 -8.882 4.333
H: 3.081 -9.277 4.334
H: 1.685 -8.060 2.660
H: 4.956 -6.153 1.079
H: 6.509 -7.289 2.669